The following is a quantum chemistry calculation of a 12-piece molecular cluster, C49H70F8O34 overall in a non-equilibrium geometry, from the Open Molecules 2025 dataset.

Results
E_LUMO: -0.34 eV
energy relative to the best compared isomer or geometry (same formula, charge and spin): 200.7 kcal/mol
DFT total energy: -5266.1215 a.u.
E_HOMO: -10.670 eV
HOMO-LUMO gap: 10.33 eV

Geometry as XYZ:
```
161
Properties=species:S:1:pos:R:3:forces:R:3:mulliken_charge:R:1
C 22.3940 -4.0683 4.0192 -0.9 1.3 0.1 -1.548
C 21.4346 -4.8994 3.1702 2.2 1.3 0.1 0.474
C 22.2871 -5.8327 2.2904 -0.2 3.2 -1.3 -0.482
O 21.6059 -7.0007 2.3593 0.5 -2.9 0.0 -0.282
C 20.7588 -6.9502 3.3400 -6.3 -2.6 2.1 0.644
O 19.8609 -7.7705 3.5826 3.1 1.2 -0.6 -0.601
O 20.6981 -5.7586 3.9707 0.5 -1.0 0.2 -0.302
H 22.9467 -4.6262 4.7752 0.0 -0.5 -0.4 0.359
H 21.8464 -3.3162 4.5872 -0.1 0.1 0.0 0.371
H 23.0875 -3.5070 3.3930 0.1 -0.1 -0.1 0.398
H 20.7099 -4.3680 2.5533 0.3 0.6 0.1 0.337
H 23.3377 -5.7968 2.5785 0.0 -0.8 0.0 0.337
H 22.1384 -5.5142 1.2587 0.8 0.3 -0.1 0.295
C 17.6447 -15.1413 3.4623 -0.9 -0.4 0.6 -1.473
C 18.2085 -14.5229 2.2167 -0.2 1.4 0.6 0.455
C 19.4340 -13.5523 2.4044 -2.0 -2.0 -0.8 -0.410
O 20.3393 -14.0506 1.4273 0.2 -0.1 0.3 -0.311
C 19.8670 -15.1766 0.8388 2.2 -0.7 -2.5 0.640
O 20.5113 -15.7303 -0.0605 -2.5 1.1 2.9 -0.582
O 18.6578 -15.5080 1.3502 1.2 -1.1 -1.4 -0.332
H 16.9880 -15.9870 3.2583 0.0 0.0 -0.5 0.348
H 16.9856 -14.4529 3.9913 0.3 0.3 0.1 0.391
H 18.3482 -15.5645 4.1794 0.5 0.4 -0.2 0.367
H 17.4860 -13.8848 1.7078 -0.6 -0.6 -0.1 0.245
H 19.7144 -13.7762 3.4336 0.9 1.2 -0.1 0.317
H 19.0161 -12.6204 2.0235 1.0 0.6 1.1 0.347
C 13.0532 -8.1613 -4.0080 0.3 -0.3 0.5 -1.278
C 12.4793 -6.7957 -4.1878 0.8 -0.1 -0.2 0.513
C 12.5700 -5.7937 -3.0568 -0.5 -1.1 0.3 -0.335
O 13.0564 -4.6395 -3.7045 -0.9 1.2 2.1 -0.351
C 13.3896 -4.8646 -4.9658 1.0 1.9 -0.6 0.698
O 13.7904 -3.9634 -5.6748 -0.6 -2.0 0.5 -0.588
O 13.2832 -6.1632 -5.1860 -0.2 -0.4 -2.1 -0.365
H 14.1397 -8.1980 -4.0870 0.1 0.4 -0.2 0.233
H 12.6500 -8.7893 -4.8024 0.0 -0.4 0.5 0.349
H 12.8787 -8.4740 -2.9785 -0.6 -0.6 -0.2 0.358
H 11.4388 -6.8761 -4.5021 0.1 0.2 -0.4 0.244
H 13.1944 -6.1230 -2.2262 0.4 0.2 -0.1 0.245
H 11.5538 -5.7405 -2.6663 0.1 1.0 0.2 0.283
C 17.5614 -7.7243 8.4555 1.1 -1.8 0.6 -1.365
C 18.9615 -7.6955 9.1298 -0.8 -0.3 -1.3 0.358
C 19.0832 -6.7880 10.3043 1.2 0.7 0.5 -0.357
O 18.9467 -7.6927 11.4123 -0.6 3.3 1.3 -0.325
C 19.3267 -8.8621 11.0460 -1.7 -4.8 2.1 0.704
O 19.3744 -9.8294 11.8102 0.8 2.1 -1.8 -0.604
O 19.3187 -8.9418 9.7340 0.4 -1.2 -1.6 -0.360
H 16.8052 -8.0957 9.1471 -0.2 0.7 0.3 0.341
H 17.6523 -8.5864 7.7948 -0.2 0.3 -0.7 0.373
H 17.3056 -6.8113 7.9178 0.1 -0.1 0.2 0.372
H 19.6997 -7.6351 8.3302 0.1 0.9 0.2 0.295
H 18.3787 -5.9572 10.3430 -0.1 -0.3 0.2 0.300
H 20.1061 -6.4208 10.3871 0.0 0.5 -0.1 0.268
C 12.9189 -2.6568 5.4702 1.3 -0.4 -0.3 -1.266
C 14.3213 -3.2060 5.0107 -0.3 1.2 0.7 0.517
C 14.3126 -3.8783 3.6905 -1.7 -0.7 -0.8 -0.349
O 15.2697 -3.2297 2.8744 1.1 0.3 -0.8 -0.295
C 15.8424 -2.1784 3.5121 1.6 0.8 1.1 0.647
O 16.7609 -1.4275 3.1541 -3.5 -2.7 0.8 -0.572
O 15.2783 -2.1564 4.7769 0.6 1.0 0.0 -0.397
H 12.3718 -3.4707 5.9458 -0.2 -0.1 -0.3 0.343
H 12.4136 -2.2756 4.5828 -0.2 0.0 0.2 0.339
H 12.9637 -1.8698 6.2230 0.4 0.0 -0.1 0.342
H 14.7248 -3.9453 5.7026 0.2 0.6 0.6 0.216
H 13.3350 -3.7651 3.2219 0.0 0.0 -0.3 0.214
H 14.4484 -4.9456 3.8651 0.7 0.0 -0.8 0.260
C 4.0557 -5.5085 -1.6085 0.3 0.8 2.4 -1.354
C 5.1563 -6.0394 -0.5870 -4.6 -0.6 -0.9 0.404
C 4.6602 -7.3561 0.0464 -1.0 0.6 0.9 -0.441
O 5.6731 -8.2594 -0.2724 -0.1 -2.2 1.4 -0.351
C 6.4589 -7.8032 -1.1993 2.4 -0.1 -1.7 0.713
O 7.3593 -8.4262 -1.7520 -2.2 1.8 1.2 -0.590
O 6.0865 -6.5056 -1.4216 4.8 -1.1 -2.5 -0.337
H 3.1381 -5.4289 -1.0257 -0.2 0.7 0.0 0.400
H 3.7723 -6.1508 -2.4424 0.9 -0.3 0.1 0.338
H 4.4470 -4.5392 -1.9174 -0.6 0.0 -0.4 0.351
H 5.4969 -5.2986 0.1365 0.1 0.1 -0.2 0.331
H 3.7323 -7.7412 -0.3763 -0.1 0.3 -0.2 0.257
H 4.5062 -7.3196 1.1249 0.3 0.0 0.0 0.281
C 17.8217 -6.5678 -3.7363 -0.6 -0.5 -1.6 -1.475
C 18.0492 -6.6765 -2.2666 0.9 0.4 -0.9 0.777
C 17.2151 -5.9774 -1.2766 -1.0 1.3 0.7 -0.336
O 16.7384 -7.0042 -0.3752 -0.6 1.3 0.2 -0.243
C 17.2041 -8.1814 -0.7458 0.6 -2.7 0.8 0.635
O 17.0709 -9.2370 -0.1168 0.3 3.1 -2.2 -0.629
O 17.8843 -8.0154 -1.9265 0.4 -2.4 1.0 -0.370
H 17.6702 -5.5822 -4.1767 0.4 0.2 0.4 0.411
H 17.0008 -7.1579 -4.1438 -0.6 0.0 0.7 0.279
H 18.6388 -7.0948 -4.2290 0.4 0.5 0.0 0.360
H 19.0515 -6.2771 -2.1119 0.6 -0.8 0.2 0.103
H 16.4312 -5.4148 -1.7837 -0.6 -0.3 0.5 0.209
H 17.8244 -5.2608 -0.7259 -0.3 -0.1 0.3 0.276
C 11.8906 -18.6481 -1.8101 -0.1 0.2 0.1 -1.374
C 11.8177 -17.4888 -0.7878 -0.1 -1.4 0.8 0.372
C 13.0749 -17.1870 0.0922 -0.8 -1.8 -1.7 -0.428
O 13.1421 -15.7902 0.1043 -0.3 0.7 0.0 -0.247
C 12.3943 -15.3026 -0.9199 -0.3 0.3 -1.2 0.573
O 12.4405 -14.1837 -1.3423 -0.2 -1.1 0.7 -0.534
O 11.6012 -16.3090 -1.4682 1.3 3.0 -0.5 -0.331
H 10.8740 -18.8450 -2.1504 0.0 -0.3 0.2 0.347
H 12.3726 -19.5679 -1.4788 -0.3 0.0 0.6 0.358
H 12.4344 -18.4308 -2.7295 0.2 0.7 0.2 0.360
H 10.9177 -17.5326 -0.1745 0.0 -0.9 0.4 0.263
H 13.8836 -17.5991 -0.5113 0.6 0.1 0.4 0.323
H 13.0334 -17.6715 1.0677 0.0 0.5 0.0 0.316
C 5.8206 -9.0054 6.1967 1.1 -1.2 -0.7 -1.450
C 5.3411 -7.6722 6.6257 1.3 0.4 1.2 0.646
C 5.8643 -6.4486 5.8135 0.9 0.0 0.8 -0.435
O 4.7117 -5.6227 5.6469 0.1 -1.1 -0.3 -0.294
C 3.6441 -6.4022 5.9055 -4.1 1.5 -0.3 0.645
O 2.4855 -6.0392 5.6911 3.1 -1.1 0.5 -0.581
O 3.9758 -7.5633 6.4941 -2.2 0.6 -1.3 -0.336
H 6.8475 -9.1746 6.5206 0.3 0.4 -0.1 0.364
H 5.8225 -9.1204 5.1128 -0.2 0.0 -0.1 0.328
H 5.3308 -9.8777 6.6295 -0.6 0.4 0.1 0.359
H 5.4514 -7.6244 7.7090 0.9 0.5 0.1 0.222
H 6.3271 -6.7788 4.8835 -0.5 0.0 -0.4 0.267
H 6.6072 -5.8004 6.2782 0.0 -0.4 0.4 0.266
C 7.3344 -0.5413 1.8309 -0.2 0.2 0.1 -1.425
C 6.9353 0.9217 2.2062 1.3 -1.6 -0.1 0.390
C 8.1546 1.8473 2.2873 -0.8 0.0 0.4 -0.410
O 7.7518 3.0216 1.5138 -0.1 -0.9 0.9 -0.314
C 6.5951 2.7407 0.8718 -0.7 0.5 -2.7 0.642
O 6.0757 3.4723 0.0332 1.1 -2.1 2.7 -0.542
O 6.2040 1.4286 1.1428 -0.8 2.3 -1.5 -0.330
H 6.4743 -1.2063 1.9087 0.0 0.1 -0.2 0.323
H 8.1500 -1.0295 2.3644 -0.1 0.5 0.8 0.387
H 7.7297 -0.5658 0.8154 -0.4 0.3 -0.3 0.374
H 6.2819 1.0024 3.0749 0.3 -0.3 0.3 0.314
H 9.0534 1.3838 1.8807 -0.1 0.3 -0.3 0.296
H 8.2953 2.0532 3.3484 0.3 0.7 -0.2 0.296
C 13.1228 -9.6816 3.3112 0.1 -0.2 0.7 -1.645
C 12.2091 -9.2887 2.1573 1.4 -1.2 1.8 0.520
C 10.8319 -9.8368 2.3546 0.8 -1.0 0.4 -0.328
O 10.0481 -8.6548 2.3912 -3.3 -1.5 -0.3 -0.327
C 10.7536 -7.5537 2.2624 -0.6 1.8 -0.4 0.661
O 10.3778 -6.3998 2.2096 0.0 -1.8 0.3 -0.617
O 11.9917 -7.9164 2.1913 3.6 1.7 -0.8 -0.332
H 14.1293 -9.2748 3.2133 0.0 -0.2 0.0 0.362
H 13.1399 -10.7526 3.5131 0.4 -0.4 -1.0 0.446
H 12.7268 -9.4298 4.2950 -0.3 1.0 -0.1 0.393
H 12.6742 -9.6448 1.2381 -0.1 0.6 -0.3 0.257
H 10.7337 -10.4138 3.2741 -0.2 0.5 0.4 0.260
H 10.7736 -10.6200 1.5987 -1.7 0.6 -0.7 0.350
C 12.0872 -15.6079 7.9269 1.7 -1.3 0.2 -0.906
C 12.5854 -14.2484 8.4550 -0.7 -1.9 1.3 1.027
C 11.9040 -13.7441 9.7366 3.2 1.4 1.7 0.060
F 10.7685 -13.1236 9.6522 -2.7 0.3 -1.3 -0.230
F 11.8435 -14.6877 10.6604 -0.7 -2.4 0.8 -0.280
F 13.9244 -14.2984 8.7115 -0.1 -0.6 0.3 -0.309
F 12.4318 -13.3354 7.5626 -0.6 2.3 -2.5 -0.283
O 10.7746 -15.6156 7.5479 -3.7 0.3 -1.2 -0.380
C 10.3944 -16.0326 6.2219 2.3 1.0 3.8 0.873
C 8.8677 -16.0345 6.1816 -1.8 -1.5 0.1 0.176
F 8.3218 -14.9299 6.6620 0.3 1.5 0.0 -0.212
F 8.3691 -16.2588 4.9409 0.7 0.5 -0.8 -0.263
F 11.0371 -15.1838 5.4339 -0.4 -0.1 -1.6 -0.242
F 10.8967 -17.2723 6.0740 -0.4 -0.1 -0.9 -0.280
H 12.1516 -16.3911 8.6823 0.5 0.3 0.4 0.374
H 12.7202 -15.9550 7.1102 0.4 0.4 -0.1 0.432
H 12.5420 -13.0268 10.2529 0.9 0.5 -0.8 0.247
H 8.3782 -16.8296 6.7441 1.1 -0.4 0.6 0.195
```
Positions in Å, forces in eV/Å.